1.
14
Properties=species:S:1:pos:R:3 method="wB97M-V/def2-TZVPD" e_homo_ha=-0.3216 homo_lumo_gap_ev=9.38 lumo_energy_ev=0.631
C -0.854 0.810 -1.026
C 0.354 1.038 -0.155
O 0.005 1.110 1.268
C 0.543 -0.048 1.626
C 1.186 -0.208 0.229
O 1.087 -1.389 -0.500
H -1.431 -0.057 -0.689
H -1.511 1.685 -1.023
H -0.523 0.623 -2.053
H 0.905 1.938 -0.447
H -1.410 -2.237 1.274
H -0.938 -1.819 1.679
H 2.251 0.040 0.316
H 0.282 -1.852 -0.238

2.
86
Properties=species:S:1:pos:R:3 method="wB97M-V/def2-TZVPD" e_homo_ha=-0.3249 homo_lumo_gap_ev=6.53 lumo_energy_ev=-2.308 smiles="CCCCCCCC[C@@]1(P(=O)(O)O)OC(=O)O[C@@]1(CCCCS(=O)(=O)Cl)[PH2]=N.O=C1C=C(O)C(=O)C=C1O.O=C1C=C(O)C(=O)C=C1O"
C -3.138 1.929 -5.757
C -3.219 0.296 -5.578
C -4.472 -0.047 -4.575
C -4.027 -0.131 -3.023
C -5.021 0.703 -2.016
C -4.146 1.916 -1.416
C -4.685 2.496 0.001
C -3.702 2.239 1.252
C -2.659 3.426 1.563
P -2.045 4.551 0.166
O -3.238 5.466 -0.241
O -1.563 3.740 -1.258
O -0.773 5.607 0.602
O -3.321 4.406 2.452
C -2.248 4.901 3.324
O -2.443 5.903 4.048
O -1.041 4.088 3.169
C -1.634 2.838 2.652
C -0.659 1.615 2.285
C 0.567 1.985 1.308
C 1.394 0.588 1.073
C 2.536 0.333 2.181
S 2.161 -1.015 3.398
O 1.163 -0.619 4.468
O 3.480 -1.315 4.122
Cl 1.521 -2.798 2.545
P -2.444 2.171 4.271
N -1.492 2.494 5.534
H -3.666 2.189 -6.747
H -2.013 2.184 -5.858
H -3.629 2.435 -4.854
H -3.418 -0.209 -6.595
H -2.207 -0.034 -5.118
H -4.918 -1.080 -4.847
H -5.273 0.745 -4.790
H -2.936 0.271 -2.978
H -3.985 -1.241 -2.722
H -5.446 -0.013 -1.226
H -5.843 1.145 -2.705
H -4.064 2.799 -2.159
H -3.075 1.511 -1.210
H -5.661 1.902 0.230
H -5.002 3.601 -0.035
H -4.389 2.133 2.187
H -3.211 1.196 1.127
H -1.350 2.790 -1.105
H 0.018 5.289 0.102
H -0.186 1.254 3.284
H -1.220 0.728 1.824
H 0.253 2.327 0.256
H 1.260 2.795 1.741
H 0.620 -0.274 1.011
H 1.910 0.631 0.049
H 2.769 1.291 2.788
H 3.498 0.035 1.618
H -2.520 0.746 4.134
H -3.743 2.789 4.500
H -1.184 1.606 5.980
O 6.243 -6.909 4.340
C 6.476 -5.797 3.895
C 5.561 -4.667 4.084
C 5.843 -3.468 3.567
O 4.997 -2.404 3.739
C 7.089 -3.237 2.781
O 7.307 -2.133 2.306
C 8.016 -4.361 2.612
C 7.735 -5.558 3.132
O 8.590 -6.612 2.985
H 4.660 -4.850 4.654
H 5.423 -1.658 3.273
H 8.925 -4.175 2.055
H 8.161 -7.360 3.447
O -0.576 -0.863 -4.296
C 0.305 -1.663 -4.027
C 0.666 -2.767 -4.922
C 1.625 -3.632 -4.583
O 1.972 -4.662 -5.408
C 2.357 -3.512 -3.291
O 3.214 -4.329 -3.004
C 2.012 -2.392 -2.406
C 1.056 -1.527 -2.748
O 0.724 -0.478 -1.936
H 0.125 -2.845 -5.856
H 2.684 -5.142 -4.939
H 2.563 -2.305 -1.479
H 0.008 -0.004 -2.405

3.
87
Properties=species:S:1:pos:R:3 method="wB97M-V/def2-TZVPD" e_homo_ha=-0.0924 homo_lumo_gap_ev=2.41 charge=-1 lumo_energy_ev=-0.102
C 2.062 3.859 4.453
C 0.683 3.339 3.661
O 0.037 4.559 3.153
C -1.301 4.298 2.599
C -1.404 2.999 1.606
C -0.302 2.766 0.377
C 0.955 3.819 0.071
C 2.411 3.053 0.105
C 3.224 3.543 -1.271
C 2.941 2.516 -2.551
C 4.382 2.421 -3.393
C 5.313 1.210 -2.766
C 4.698 -0.304 -3.122
C 3.979 -0.994 -1.801
C 4.213 -2.646 -1.731
C 2.831 -3.354 -1.144
C 3.300 -4.551 -0.127
C 2.047 -5.329 0.626
O 2.336 -5.661 2.038
C 1.839 -4.577 2.936
C -0.371 1.461 -0.666
C -1.588 0.330 -0.547
C -1.592 -0.882 -1.651
I -0.954 -2.841 -0.829
C -3.003 -0.984 -2.529
C -2.626 -1.984 -3.816
C -2.685 0.574 0.646
C -2.622 1.858 1.718
C -3.842 1.956 2.856
O -3.667 2.354 4.118
C -5.334 1.449 2.294
C -5.390 0.288 1.318
C -6.767 -0.294 0.643
C -7.455 -1.513 1.497
C -8.193 -2.503 0.374
F -7.374 -3.748 0.249
C -3.973 -0.457 0.833
O -3.931 -1.780 0.669
H 2.077 5.046 4.426
H 3.030 3.495 3.856
H 2.000 3.418 5.536
H -0.075 2.812 4.384
H 1.083 2.617 2.810
H -1.576 5.249 1.933
H -2.055 4.307 3.493
H 0.900 4.802 0.703
H 0.793 4.154 -1.064
H 3.019 3.486 1.010
H 2.304 1.884 0.160
H 2.844 4.611 -1.644
H 4.373 3.674 -1.062
H 2.614 1.457 -2.117
H 2.069 2.888 -3.251
H 4.957 3.438 -3.317
H 4.133 2.248 -4.536
H 5.340 1.404 -1.590
H 6.414 1.257 -3.176
H 3.870 -0.180 -3.945
H 5.597 -0.971 -3.502
H 2.814 -0.817 -1.946
H 4.391 -0.462 -0.831
H 4.447 -3.108 -2.797
H 5.140 -2.855 -1.037
H 2.141 -3.702 -2.026
H 2.226 -2.518 -0.562
H 3.906 -5.341 -0.750
H 3.943 -4.045 0.725
H 1.137 -4.557 0.631
H 1.650 -6.265 -0.001
H 1.863 -3.509 2.415
H 0.759 -4.811 3.365
H 2.587 -4.512 3.847
H 0.448 1.335 -1.499
H -0.756 -0.611 -2.459
H -3.168 0.114 -2.965
H -3.914 -1.374 -1.908
H -3.104 -3.053 -3.659
H -1.448 -2.161 -3.868
H -2.918 -1.503 -4.852
H -6.343 1.968 2.637
H -7.516 0.584 0.389
H -6.451 -0.745 -0.416
H -8.267 -1.107 2.235
H -6.667 -2.157 2.088
H -9.275 -2.697 0.787
H -8.237 -1.967 -0.678
F 4.025 -5.465 3.135

4.
101
Properties=species:S:1:pos:R:3 method="wB97M-V/def2-TZVPD" spin_multiplicity=2 e_homo_ha="-0.3060 / -0.3061" homo_lumo_gap_ev="8.68 / 8.19" lumo_energy_ev="0.350 / -0.144"
C -1.148 5.183 -5.864
C 0.324 4.575 -5.418
O 0.467 3.192 -5.972
P 1.608 2.267 -5.021
O 2.796 3.287 -4.642
C 0.762 1.799 -3.375
C 1.348 0.450 -2.651
C 1.725 0.672 -1.036
C 2.945 1.745 -1.013
S 4.442 1.316 0.003
C 5.077 2.761 1.015
C 4.876 4.181 0.186
C 2.027 -0.815 -0.439
C 1.509 -1.082 1.097
C 1.670 -2.731 1.338
C 2.406 -0.377 2.271
N 0.052 -0.780 1.350
O -0.189 -0.380 2.613
C -0.554 0.158 0.335
C -1.343 -0.657 -0.893
C -1.775 0.968 1.143
C 0.470 1.318 -0.202
O 2.362 0.946 -5.868
C 1.403 -0.113 -6.226
C 0.332 0.313 -7.407
H -1.130 6.357 -5.908
H -2.008 4.847 -5.114
H -1.448 4.772 -6.940
H 0.368 4.563 -4.234
H 1.167 5.227 -5.913
H -0.377 1.565 -3.639
H 0.734 2.753 -2.686
H 0.648 -0.468 -2.836
H 2.399 0.223 -3.166
H 3.282 2.005 -2.114
H 2.504 2.763 -0.573
H 4.559 2.743 2.064
H 6.247 2.592 1.161
H 3.973 4.741 0.727
H 5.856 4.824 0.307
H 4.629 4.003 -0.948
H 1.395 -1.574 -1.114
H 3.152 -1.188 -0.577
H 2.804 -3.014 1.430
H 1.115 -2.954 2.347
H 1.093 -3.302 0.485
H 3.548 -0.589 1.995
H 2.239 0.789 2.370
H 2.266 -0.864 3.350
H -2.481 -0.826 -0.590
H -1.312 0.045 -1.850
H -0.847 -1.687 -1.148
H -1.365 1.820 1.839
H -2.378 1.525 0.276
H -2.537 0.241 1.654
H -0.116 2.166 -0.755
H 0.941 1.823 0.771
H 2.046 -1.003 -6.688
H 0.882 -0.576 -5.268
H 0.126 -0.566 -8.187
H 0.700 1.269 -7.995
H -0.696 0.633 -6.897
C -0.658 -3.592 5.967
C 0.210 -2.414 5.607
C 1.577 -2.878 6.060
O 1.598 -4.306 5.923
C 0.259 -4.760 5.683
H -1.593 -3.637 5.403
H -0.903 -3.560 7.036
H 0.206 -2.268 4.521
H -0.100 -1.478 6.079
H 1.748 -2.642 7.116
H 2.386 -2.440 5.469
H 0.195 -5.069 4.633
H 0.045 -5.626 6.315
C -3.696 6.448 -1.514
C -4.963 6.444 -2.329
C -4.447 6.130 -3.716
O -3.278 5.316 -3.551
C -2.895 5.344 -2.169
H -3.859 6.280 -0.446
H -3.179 7.407 -1.635
H -5.623 5.638 -1.985
H -5.519 7.384 -2.283
H -4.147 7.042 -4.244
H -5.182 5.599 -4.327
H -3.137 4.367 -1.736
H -1.816 5.503 -2.088
C -2.034 -9.347 4.851
C -3.259 -8.499 5.074
C -2.669 -7.244 5.680
O -1.350 -7.099 5.135
C -1.000 -8.315 4.460
H -2.169 -10.124 4.094
H -1.742 -9.831 5.791
H -3.727 -8.263 4.111
H -4.010 -8.969 5.713
H -2.573 -7.335 6.767
H -3.260 -6.352 5.455
H -1.024 -8.117 3.383
H 0.016 -8.611 4.737

5.
85
Properties=species:S:1:pos:R:3 method="wB97M-V/def2-TZVPD" spin_multiplicity=2 e_homo_ha="-0.0757 / -0.1588" homo_lumo_gap_ev="4.20 / 6.46" charge=-1 lumo_energy_ev="2.142 / 2.141"
Tc 0.428 1.050 0.794
N 0.673 -3.837 6.904
C 0.669 -2.577 6.295
C 1.722 -1.687 6.506
C 1.696 -0.423 5.939
C 0.616 -0.040 5.162
C -0.439 -0.914 4.943
C -0.415 -2.175 5.513
S 0.594 1.530 4.345
O 1.517 2.401 5.024
O -0.779 1.923 4.218
N 1.115 1.156 2.862
C 2.418 1.072 2.541
N 2.525 1.082 1.179
C 3.715 0.999 0.621
C 4.853 0.907 1.408
C 4.648 0.874 2.783
N 3.460 0.942 3.368
H 1.591 -4.196 7.111
H 0.102 -4.525 6.439
H 2.563 -1.990 7.120
H 2.514 0.271 6.079
H -1.272 -0.595 4.326
H -1.246 -2.856 5.358
H 3.742 1.002 -0.462
H 5.840 0.849 0.975
H 5.496 0.778 3.455
C -4.070 -1.793 -4.665
C -3.928 -0.279 -4.513
C -3.765 0.437 -5.848
C -2.476 0.003 -6.533
C -1.311 0.056 -5.580
C 0.006 0.094 -6.099
C 1.055 0.174 -5.214
F 2.321 0.215 -5.721
C 0.901 0.226 -3.848
C -0.407 0.184 -3.302
C -0.609 0.240 -1.901
O 0.446 0.327 -1.132
C -1.959 0.130 -1.405
C -2.969 0.020 -2.302
N -2.793 0.044 -3.657
C -1.506 0.089 -4.211
C -2.358 0.013 0.051
O -3.492 -0.382 0.313
O -1.486 0.292 0.957
H -4.899 -2.039 -5.333
H -4.256 -2.253 -3.694
H -3.154 -2.225 -5.072
H -4.815 0.111 -4.008
H -3.736 1.513 -5.659
H -4.634 0.234 -6.478
H -2.275 0.652 -7.389
H -2.590 -1.009 -6.941
H 0.187 0.076 -7.165
H 1.751 0.307 -3.188
H -3.984 -0.104 -1.949
C 0.184 2.696 0.528
C -0.055 4.097 0.298
C -0.107 4.986 1.376
C -0.331 6.334 1.148
C -0.511 6.805 -0.147
C -0.468 5.923 -1.219
C -0.240 4.574 -1.003
H 0.020 4.602 2.379
H -0.371 7.019 1.986
H -0.689 7.859 -0.320
H -0.614 6.288 -2.229
H -0.203 3.876 -1.830
C 1.981 -4.052 1.862
C 0.554 -3.632 2.167
S -0.108 -2.272 1.177
O 0.971 -1.220 1.275
C -0.012 -2.947 -0.509
C 1.316 -2.733 -1.214
H 2.367 -4.671 2.673
H 2.615 -3.170 1.774
H 2.047 -4.626 0.938
H 0.478 -3.238 3.182
H -0.167 -4.448 2.072
H -0.807 -2.418 -1.039
H -0.304 -3.998 -0.431
H 1.597 -1.685 -1.140
H 1.197 -2.974 -2.271
H 2.115 -3.350 -0.804